(1)
2 unconnected molecules or ions with the total composition C5H11NO in a non-equilibrium geometry, computed with ωB97M-V/def2-TZVPD.

Last column: Löwdin charge in e.
Element x y z (Å)
C -1.2401 0.4613 2.0732  -0.03
C -1.4353 0.0183 0.8261  -0.29
N -0.5719 -0.6990 0.0440  -0.06
C -0.4484 -0.6199 -1.4033  -0.21
C -1.9813 0.6682 -2.8949  0.00
C -1.1139 0.6691 -1.8686  -0.16
H -0.2763 0.6564 2.5560  0.05
H -2.0448 1.0305 2.5280  0.04
H -2.4843 0.1392 0.5200  0.11
H 0.0094 -1.3177 0.5846  0.13
H 0.6380 -0.6412 -1.6273  0.11
H -0.8244 -1.5469 -1.8426  0.11
H -2.9462 1.1479 -2.9578  0.05
H -1.8749 -0.1154 -3.6496  0.06
H -0.8832 1.5843 -1.3415  0.10
H 6.5481 -0.3620 2.5935  0.04
H 5.2016 -0.9196 2.7811  0.04
O 5.7278 -0.1537 3.0790  -0.08

relative energy (zero: lowest compared OMol25 entry of this formula, charge and spin): 84.5 kcal/mol
HOMO-LUMO gap: 8.725 eV
calculated total energy: -326.996670 Eh
molar mass: 101.1 g/mol
lowest unoccupied orbital energy: 0.78 eV
strongest force on any atom: 1.7 eV/Å

***

(2)
A single C19H24N2O molecule, computed with ωB97M-V/def2-TZVPD.

Last column: Löwdin charge in e.
Element x y z (Å)
C -5.1569 -1.0162 0.7695  -0.05
C -3.9138 -0.2793 0.3720  -0.28
C -3.9933 0.8522 -0.4303  -0.05
C -2.8517 1.5304 -0.8157  -0.04
C -1.5977 1.0936 -0.4111  -0.22
C -1.5165 -0.0353 0.3931  -0.02
C -2.6582 -0.7122 0.7775  -0.03
H -2.5704 -1.5921 1.3989  0.11
H -0.5493 -0.3903 0.7128  0.09
C -0.3452 1.8170 -0.8214  -0.15
N 0.3519 2.3677 0.3389  -0.23
C -0.4078 3.4414 0.9463  -0.08
H -0.5300 4.3066 0.2773  0.09
H -1.3945 3.0655 1.2127  0.09
H 0.0982 3.7703 1.8533  0.09
C 1.6985 2.7826 -0.0179  -0.11
C 2.5794 1.5615 -0.2775  -0.50
O 3.4124 1.5122 -1.1581  0.06
N 2.3465 0.5735 0.6069  0.11
H 1.5528 0.7008 1.2205  0.14
C 2.9162 -0.7602 0.4959  -0.31
C 1.8274 -1.6927 0.0047  -0.19
C 1.1485 -2.5751 0.8336  -0.05
C 0.1012 -3.3362 0.3403  -0.09
C -0.2888 -3.2163 -0.9810  -0.09
C 0.3844 -2.3406 -1.8164  -0.07
C 1.4359 -1.5893 -1.3271  -0.04
H 1.9654 -0.9079 -1.9779  0.12
H 0.0891 -2.2438 -2.8507  0.11
H -1.1123 -3.8030 -1.3598  0.10
H -0.4155 -4.0217 0.9965  0.10
H 1.4297 -2.6783 1.8703  0.10
C 3.5587 -1.1590 1.8202  -0.05
H 4.3875 -0.4897 2.0369  0.08
H 3.9372 -2.1760 1.7631  0.08
H 2.8429 -1.0888 2.6363  0.07
H 3.6913 -0.6826 -0.2760  0.15
H 2.1318 3.3310 0.8239  0.13
H 1.7313 3.4362 -0.9042  0.13
H 0.3311 1.1075 -1.3074  0.12
H -0.5888 2.6093 -1.5502  0.13
H -2.9372 2.4084 -1.4409  0.11
H -4.9615 1.2059 -0.7558  0.11
H -5.9265 -0.3218 1.1016  0.08
H -5.5530 -1.5691 -0.0825  0.08
H -4.9515 -1.7228 1.5697  0.07

relative energy (zero: lowest compared OMol25 entry of this formula, charge and spin): 1.5 kcal/mol
HOMO-LUMO gap: 9.636 eV
calculated total energy: -923.184310 Eh
molar mass: 296.4 g/mol
lowest unoccupied orbital energy: 0.80 eV
strongest force on any atom: 0.4 eV/Å

***

(3)
A single C4H9NS molecule in a non-equilibrium geometry, computed with ωB97M-V/def2-TZVPD.

Last column: Löwdin charge in e.
Element x y z (Å)
C 0.0215 0.1759 -0.2813  -0.49
C 1.0449 -0.7911 0.2385  -0.47
C -1.3053 -0.0516 0.2787  -0.20
C -2.3413 -0.5300 -0.3189  0.01
H 1.4220 1.6047 -0.1988  -0.04
H -0.0268 2.2636 -0.4942  0.10
H -0.0689 0.0768 -1.3948  0.15
H 0.9714 -0.9048 1.2825  0.07
H 1.0026 -1.7687 -0.1003  0.04
H 3.1675 -0.2494 0.9691  -0.16
H -1.3505 0.1776 1.3266  0.11
H -3.2536 -0.6776 0.2274  0.05
H -2.4847 -0.6508 -1.3987  0.07
N 0.4778 1.5696 0.1183  0.01
S 2.7235 -0.2443 -0.2541  0.75

relative energy (zero: lowest compared OMol25 entry of this formula, charge and spin): 32.9 kcal/mol
HOMO-LUMO gap: 10.153 eV
calculated total energy: -610.701311 Eh
molar mass: 103.2 g/mol
lowest unoccupied orbital energy: 0.95 eV
strongest force on any atom: 2.9 eV/Å

***

(4)
2 unconnected molecules or ions with the total composition C5H14 in a non-equilibrium geometry, computed with ωB97M-V/def2-TZVPD.

Last column: Löwdin charge in e.
Element x y z (Å)
C -2.3002 -0.6516 2.3102  -0.13
C -0.8942 -0.1629 3.1049  -0.11
H -3.1535 -0.5220 2.8048  -0.02
H -2.3589 -0.0115 1.3582  0.08
H -2.3346 -1.6457 1.9934  0.02
H -0.1854 -0.3101 2.2207  0.06
H -1.0322 0.8387 3.5450  0.05
H -0.6756 -0.9102 3.8688  0.04
C 0.8192 0.5921 -1.6225  -0.31
C 0.5331 -0.9161 -1.9888  -0.11
C 2.1081 1.2567 -2.1429  -0.14
H -0.0649 1.2019 -1.9809  0.10
H 0.8243 0.8418 -0.5198  0.10
H 0.5856 -1.1125 -3.0500  0.06
H 2.8988 1.1786 -1.4222  0.05
H -0.4397 -1.2763 -1.6043  0.07
H 1.2181 -1.5064 -1.4222  0.05
H 2.4512 0.7806 -3.0918  0.07
H 2.0007 2.3349 -2.3607  0.07

relative energy (zero: lowest compared OMol25 entry of this formula, charge and spin): 27.6 kcal/mol
HOMO-LUMO gap: 12.169 eV
calculated total energy: -198.845204 Eh
molar mass: 74.2 g/mol
lowest unoccupied orbital energy: 1.04 eV
strongest force on any atom: 5.8 eV/Å

***

(5)
A molecular structure, C4H5LiMgO2 in a non-equilibrium geometry, computed with ωB97M-V/def2-TZVPD.

Last column: Löwdin spin population.
Element x y z (Å)
C -2.1683 0.5190 -0.5810  0.00
C -1.4793 -0.6769 0.0024  0.00
C -0.1533 -1.0146 -0.0677  0.00
C 0.8922 -0.0509 -0.1352  0.02
O 1.9292 -0.2307 -0.8057  0.21
O -3.4367 0.6655 -0.1533  0.00
Li -5.1334 0.5127 -0.2646  0.00
Mg 3.6931 0.5648 -1.2346  0.76
H -1.4547 1.2634 -0.0475  0.00
H -2.1633 -1.5049 0.2247  0.00
H 0.1416 -2.0660 -0.0751  0.00
H 0.7579 0.9157 0.3782  0.00
H -2.0694 0.4318 -1.6883  0.00

relative energy (zero: lowest compared OMol25 entry of this formula, charge and spin): 23.0 kcal/mol
HOMO-LUMO gap (alpha / beta): 7.254 / 7.276 eV
calculated total energy: -513.245124 Eh
molar mass: 116.3 g/mol
spin multiplicity: 2
lowest unoccupied orbital energy (alpha / beta): -3.89 / -4.40 eV
strongest force on any atom: 2.5 eV/Å
⟨S²⟩: 0.750
net charge: +1

***

(6)
A single C5H8O3 molecule in a non-equilibrium geometry, computed with ωB97M-V/def2-TZVPD.

Last column: Löwdin charge in e.
Element x y z (Å)
C 1.0495 -0.1358 -0.1473  -0.29
C 0.3921 -1.5455 0.0339  0.01
C -0.8618 -1.2623 -0.1552  -0.08
C -1.1261 0.1857 -0.1794  -0.31
C 0.0245 0.9054 0.2688  -0.35
H 2.9653 -0.4088 0.1780  0.06
H 1.1810 -0.0861 -1.2139  0.15
H 0.8554 -2.5473 -0.0882  0.12
H -1.6485 -1.9166 -0.5812  0.14
H -1.4706 0.3945 -1.2608  0.19
H -2.3693 0.3889 1.3777  0.09
H 0.0350 0.9638 1.3652  0.18
H 1.0467 2.3802 -0.1113  0.11
O 2.3071 0.1686 0.4725  0.00
O -2.5286 0.3821 0.4020  -0.07
O 0.1484 2.1331 -0.3605  0.04

relative energy (zero: lowest compared OMol25 entry of this formula, charge and spin): 61.3 kcal/mol
HOMO-LUMO gap: 10.654 eV
calculated total energy: -420.958363 Eh
molar mass: 116.1 g/mol
lowest unoccupied orbital energy: 0.69 eV
strongest force on any atom: 7.4 eV/Å

***

- What is the strongest force on any atom in the third record?
  2.9 eV/Å

***

- What is the relative energy (zero: lowest compared OMol25 entry of this formula, charge and spin) in the first record?
  84.5 kcal/mol

***

- Which value of strongest force on any atom does entry 1 give?
  1.7 eV/Å